No. 1
This record from OMol25 describes a 2-piece molecular cluster, C32H62N5O3 overall at a distorted geometry. The level of theory is ωB97M-V/def2-TZVPD.

Last column: Mulliken charge in e.
Geometry (Å):
O 8.678 -1.205 2.545  -0.357
O -6.872 3.930 2.053  -0.441
O 6.655 -2.150 2.557  -0.565
N 2.663 -1.278 -1.376  -0.106
N 2.315 0.891 -0.738  -0.104
N 5.794 0.010 0.158  -0.733
N 0.486 -0.303 -0.982  0.129
N 0.173 1.018 -0.633  0.397
C -1.726 -3.457 -1.597  0.634
C 1.295 1.666 -0.511  -0.935
C -4.961 4.244 -0.914  -1.048
C -1.682 -4.354 -2.823  -2.293
C -2.952 -5.411 -0.438  -1.255
C -7.453 2.678 2.338  -0.750
C -4.434 -2.591 -0.054  -1.344
C -2.581 3.507 -1.534  -1.178
C -1.083 1.743 -0.441  -1.734
C -5.688 -3.558 -2.084  -1.420
C 1.850 -0.274 -1.045  0.541
C 7.927 -1.979 4.633  -0.414
C 4.668 -0.911 0.060  0.027
C 1.492 3.089 -0.190  1.348
C 4.100 -0.958 -1.349  -1.045
C -0.385 -2.695 -1.529  -1.169
C -4.361 -4.996 -0.624  -0.809
C 2.511 3.115 2.661  -1.491
C 9.089 -1.009 4.855  -0.484
C 7.635 -1.802 3.155  0.521
C -4.801 -3.766 -0.922  1.350
C -4.064 3.421 -1.875  -0.784
C -6.901 4.275 0.680  -0.785
C 2.948 3.348 0.139  -1.469
C 2.316 -2.622 -1.786  -0.636
C 1.160 3.891 -1.483  -1.507
C 3.405 2.767 1.467  0.211
C -1.931 -4.294 -0.340  -0.818
C 9.754 -0.998 3.484  -0.444
C -5.974 3.411 -0.182  -0.255
C -1.720 2.236 -1.749  -0.413
C -0.638 -1.241 -1.161  -0.075
H 3.556 1.706 1.356  -0.378
H -2.211 -3.688 0.507  0.351
H -7.932 4.171 0.360  0.406
H -6.174 -2.596 -2.040  0.399
H 1.683 -2.596 -2.657  0.193
H 1.814 3.903 2.426  0.338
H -6.690 2.013 2.711  0.258
H -4.366 4.817 -0.219  0.462
H -5.519 4.944 -1.516  0.438
H 9.764 -1.297 5.657  0.331
H 8.218 -3.016 4.808  0.267
H 2.021 2.229 3.033  0.361
H -2.891 -5.961 0.498  0.491
H 3.063 4.419 0.207  0.451
H -6.634 5.316 0.624  0.430
H 4.631 -1.744 -1.852  0.474
H -6.566 2.819 -0.859  0.368
H 8.699 -0.017 5.086  0.263
H 7.055 -1.731 5.230  0.303
H -6.491 -4.285 -2.091  0.421
H 1.851 4.705 -1.573  0.524
H 5.479 0.895 0.528  0.326
H 6.387 -0.349 0.897  0.138
H -1.845 1.176 0.062  0.338
H -0.917 2.603 0.179  0.710
H -4.361 -2.906 0.966  0.296
H -2.613 -4.864 -2.992  0.450
H -0.993 -4.756 -0.068  0.628
H -8.215 2.774 3.099  0.287
H -4.425 2.402 -1.915  0.496
H 0.139 4.231 -1.485  0.141
H 1.361 3.259 -2.332  0.390
H 3.185 -3.197 -2.040  0.530
H 4.909 -1.906 0.391  0.428
H 10.244 -0.055 3.261  0.313
H 3.593 3.017 -0.660  0.399
H -0.884 -5.074 -2.715  0.379
H 10.476 -1.806 3.364  0.273
H -5.097 -5.771 -0.470  0.445
H -7.919 2.230 1.473  0.335
H -1.422 -3.754 -3.684  0.534
H -2.155 4.273 -2.165  0.308
H 0.876 3.460 0.611  0.546
H -1.314 -0.842 -1.895  0.372
H -2.730 -6.134 -1.206  0.434
H -2.530 -2.758 -1.765  0.137
H -2.467 3.858 -0.519  0.529
H 3.879 -0.518 0.691  0.124
H 4.330 -0.064 -1.900  0.368
H -4.215 3.828 -2.861  0.407
H -0.977 2.399 -2.513  0.567
H -2.395 1.465 -2.079  0.558
H 0.189 -3.224 -0.791  0.538
H -5.118 -3.651 -2.993  0.235
H -1.225 -1.243 -0.256  0.379
H 1.830 -3.141 -0.979  0.190
H 0.032 -2.780 -2.513  0.268
H -5.425 2.788 0.503  0.248
H 3.124 3.489 3.461  0.390
H 4.384 3.171 1.672  0.533
H -5.255 -1.909 -0.107  0.639
H -3.508 -2.120 -0.374  -0.050

Properties
Charge: +1
E_LUMO in eV: -1.907
Kohn-Sham gap in eV: 7.732



No. 2
This record from OMol25 describes a 4-piece molecular cluster, C32H64B2Br2N4O9P overall at a distorted geometry. The level of theory is ωB97M-V/def2-TZVPD.

Last column: Mulliken charge in e.
Geometry (Å):
Br -6.457 2.435 6.481  -0.104
Br -6.221 2.062 2.349  0.070
P -1.953 2.661 2.171  0.727
O -1.180 2.922 3.611  -0.522
O -6.174 4.373 4.610  -0.414
O -3.991 2.318 -0.018  -0.420
O -1.026 2.260 1.098  -0.480
O -3.739 -0.044 0.239  -0.638
O -2.786 -2.885 3.846  -0.469
O -2.515 4.174 1.739  -0.532
O -2.101 0.148 4.119  -0.027
O -0.033 0.280 3.133  -0.442
N 2.874 -2.699 -9.014  0.118
N 4.428 -0.024 4.038  0.204
N -3.281 1.460 2.312  1.263
N -2.074 0.316 -3.875  0.170
C 3.420 -3.737 -8.151  -0.657
C -3.496 0.623 -3.840  -0.477
C 1.330 -2.930 6.782  -0.420
C -4.144 -0.652 3.298  -0.013
C 1.087 -0.992 -9.314  -1.371
C 5.080 0.415 2.813  -0.342
C 0.777 -1.672 7.289  -0.711
C -2.809 0.121 2.876  -0.518
C -0.031 0.143 -5.287  -1.401
C 5.130 0.269 5.279  -0.634
C 2.532 1.689 4.019  -0.529
C -4.264 2.944 4.305  -0.352
C 3.839 -2.020 -9.868  -0.695
C -4.443 1.780 3.238  0.217
C -0.941 2.011 -2.329  -0.743
C 0.477 -2.404 4.500  0.060
C -5.629 3.390 4.989  -0.082
C -1.349 0.569 -2.638  -0.580
C 1.897 -1.851 -8.351  -0.409
C -0.741 -0.178 3.983  -0.428
C 0.080 -0.744 6.412  -0.123
C 4.241 -3.295 -6.938  -0.946
C -5.299 -2.787 4.581  -0.916
C 2.994 0.230 4.053  -0.195
C 5.481 1.729 5.576  -1.010
C -1.418 0.744 -5.102  -0.383
C 1.176 -3.337 5.382  -0.823
C -4.786 0.500 4.181  -1.289
C 4.699 -0.921 -9.241  -0.911
C 6.491 -0.135 2.648  -1.454
C -0.052 -1.144 5.000  0.400
C -3.908 2.097 -3.853  -0.927
B -3.977 -2.134 3.905  0.248
B -3.663 1.246 0.817  0.388
H -0.441 -0.043 -2.644  0.360
H 1.700 -0.226 -9.793  0.290
H -1.788 2.612 -2.000  0.119
H 2.702 2.190 4.973  0.211
H 5.224 -2.923 -7.227  0.221
H 1.896 -3.633 7.440  0.371
H 6.875 0.122 1.658  0.443
H 0.340 -2.640 3.423  0.400
H 2.549 -0.259 4.925  -0.102
H 0.353 0.397 -6.278  0.385
H -3.493 4.212 1.795  0.402
H 1.460 1.729 3.827  -0.065
H 6.060 -0.308 5.288  0.422
H -5.545 -3.793 4.152  0.341
H -3.408 2.661 -4.641  0.311
H -4.985 2.175 -4.032  0.424
H -0.211 2.016 -1.516  0.228
H 3.296 -1.581 -10.712  0.351
H -5.225 -2.786 5.704  0.291
H 2.364 -1.200 -7.597  0.302
H 4.557 -0.134 6.121  0.321
H 0.622 -1.603 -10.091  0.348
H 6.501 -1.223 2.739  0.330
H 3.024 2.261 3.229  0.294
H 5.188 -0.346 -10.031  0.376
H 4.495 0.060 1.959  0.421
H -4.696 -0.262 0.252  0.318
H 4.610 2.302 5.890  0.255
H -0.332 0.223 6.786  0.366
H -0.059 -0.946 -5.208  0.338
H -3.965 0.135 -4.702  0.404
H -2.175 -0.526 2.224  0.900
H -5.898 0.496 4.265  0.772
H 2.551 -0.283 3.192  0.283
H -0.475 2.506 -3.184  0.380
H 1.560 -4.295 4.975  0.420
H 3.734 -2.527 -6.351  0.238
H 5.112 1.511 2.736  0.284
H 0.682 0.528 -4.554  0.298
H 2.584 -4.346 -7.788  0.388
H 0.289 -0.478 -8.771  0.382
H -6.191 -2.128 4.345  0.270
H -3.027 -3.730 3.414  0.281
H -4.918 -0.820 2.490  0.020
H 6.203 1.771 6.395  0.395
H 1.185 -2.487 -7.815  0.403
H -3.711 2.581 -2.896  0.088
H 7.181 0.283 3.384  0.301
H -3.817 3.891 3.914  0.378
H 4.496 -2.763 -10.330  0.372
H 4.111 -0.218 -8.647  0.219
H -4.887 2.178 -0.386  0.291
H -1.345 1.838 -5.168  0.254
H -4.356 0.519 5.220  0.358
H -3.603 2.556 5.125  0.396
H 5.936 2.231 4.720  0.244
H -3.947 0.138 -2.967  0.152
H -2.024 0.421 -5.954  0.490
H 0.936 -1.455 8.369  0.374
H -1.400 3.819 3.936  0.353
H 4.023 -4.424 -8.752  0.351
H 5.489 -1.331 -8.611  0.253
H -1.929 0.178 -1.795  0.050
H 4.408 -4.150 -6.277  0.403

Properties
Charge: +1
E_LUMO in eV: -3.679
Kohn-Sham gap in eV: 5.394



No. 3
This record from OMol25 describes C32H64Cl2NiO22 as an isolated structure at a distorted geometry. The level of theory is ωB97M-V/def2-TZVPD.

Last column: Mulliken charge in e.
Geometry (Å):
Ni -6.886 -9.789 5.371  1.679
Cl -8.758 -9.396 6.771  -0.582
Cl -5.128 -10.183 3.717  -0.638
O -0.562 -6.844 5.658  -0.206
O -6.323 -13.903 5.656  -0.397
O -7.015 -12.394 -0.662  -0.156
O -3.416 -9.229 7.669  -0.362
O -6.010 -4.100 -0.436  -0.329
O -7.305 -5.843 0.397  -0.449
O -4.789 -12.083 -1.147  -0.409
O -8.113 -5.726 4.191  -0.304
O 0.387 -5.606 7.481  -0.556
O -0.565 -13.580 3.170  -0.493
O -6.083 -13.456 -2.527  -0.591
O 1.596 -6.812 5.859  -0.281
O -4.950 -6.006 -0.036  -0.371
O -5.904 -5.912 3.649  0.586
O -10.124 -11.441 3.447  -0.406
O -4.597 -7.608 8.437  -0.420
O -6.247 -13.437 7.823  -0.431
O -5.440 -8.854 6.664  0.077
O -8.223 -10.328 3.883  -0.166
O -6.521 -11.717 6.358  -0.613
O -9.301 -10.358 1.826  -0.315
O -6.889 -7.561 4.849  0.174
C -6.597 -13.672 4.306  1.859
C -9.108 -10.706 3.111  0.535
C -1.684 -6.063 5.499  -0.321
C -10.305 -11.940 4.769  -0.394
C -1.716 -10.866 7.587  -1.516
C -7.128 -3.289 -0.391  -0.578
C -3.048 -10.369 6.856  1.012
C -7.098 -14.763 3.436  -1.109
C -8.226 -13.192 -0.581  -0.062
C -9.304 -6.169 4.852  0.270
C -9.297 -5.507 6.235  -1.052
C -6.434 -12.939 6.566  0.608
C -4.811 -7.252 0.733  1.471
C -1.080 -14.581 3.925  -0.215
C -1.548 -12.768 2.522  -0.351
C -4.591 -8.655 7.566  0.408
C -2.634 -6.853 4.510  -0.335
C -5.984 -12.709 -1.534  0.560
C -5.805 -6.783 8.407  -0.449
C 2.889 -6.463 6.366  -0.654
C -8.861 -8.472 0.385  -1.815
C -2.770 -13.665 2.424  0.331
C -2.220 -14.978 2.961  -0.726
C -6.986 -6.538 4.221  -0.458
C 0.495 -6.350 6.503  0.611
C -5.878 -12.576 8.903  -0.392
C -9.451 -12.519 -1.263  -0.966
C -6.236 -5.369 -0.094  0.743
C -5.806 -4.490 3.556  -0.918
C -4.617 -11.383 0.089  0.692
C -8.258 -9.613 1.170  1.186
C -3.354 -7.665 0.612  -1.688
H -5.760 -13.181 3.810  -0.439
H -6.302 -15.484 3.249  0.343
H -8.442 -13.324 0.480  -0.141
H -1.338 -12.400 1.518  0.250
H -7.930 -14.198 -0.875  0.581
H -2.995 -8.448 1.280  0.329
H -2.639 -7.917 4.750  -0.075
H -7.460 -9.231 1.806  0.054
H -3.506 -13.311 3.145  -0.340
H -7.236 -12.805 4.136  -0.803
H -5.593 -4.122 4.560  0.307
H -10.379 -12.809 -0.770  0.387
H -10.706 -11.178 5.436  0.276
H -5.561 -7.976 0.417  -0.199
H -3.716 -6.722 4.534  -0.039
H -10.902 -12.850 4.712  0.317
H -9.400 -12.376 5.193  0.000
H -9.740 -8.720 -0.209  0.403
H -3.664 -10.854 0.087  0.238
H -1.429 -11.820 7.145  0.339
H 3.338 -7.453 6.437  0.239
H 2.832 -6.053 7.375  0.353
H -2.304 -6.858 3.471  0.280
H -7.891 -3.524 -1.133  0.282
H -6.617 -7.334 8.882  0.336
H -0.177 -15.182 4.032  0.289
H -7.264 -14.337 2.447  0.079
H -2.939 -15.587 3.508  0.310
H -4.929 -12.168 8.555  0.071
H -0.816 -10.257 7.498  0.371
H -7.486 -3.299 0.639  0.223
H -9.343 -7.258 4.839  -0.055
H -10.269 -5.785 4.520  0.314
H -10.005 -6.020 6.887  0.382
H -4.975 -4.208 2.910  0.210
H -5.449 -10.704 0.277  -0.347
H -3.099 -13.874 1.406  0.371
H 3.419 -5.822 5.661  0.226
H -6.090 -6.550 7.381  -0.103
H -1.537 -5.042 5.146  0.374
H -6.776 -2.290 -0.647  0.248
H -9.272 -11.459 -1.082  0.062
H -5.653 -13.239 9.738  0.279
H -1.785 -11.823 3.009  0.177
H -4.490 -12.029 0.958  -0.248
H -1.377 -14.044 4.826  0.071
H -4.966 -7.186 1.810  -0.462
H -8.209 -8.056 -0.383  0.419
H -2.765 -10.110 5.836  0.053
H -6.561 -11.741 9.061  0.265
H -9.352 -4.434 6.421  0.329
H -5.744 -5.883 9.019  0.396
H -3.803 -11.150 6.940  -0.510
H -1.857 -15.555 2.110  0.305
H -9.529 -12.711 -2.333  0.340
H -7.795 -10.304 0.466  -0.515
H -8.034 -15.251 3.710  0.358
H -3.141 -8.043 -0.388  0.403
H -6.743 -4.081 3.178  0.227
H -8.422 -5.732 6.845  0.047
H -9.166 -7.666 1.052  0.399
H -1.905 -11.038 8.647  0.372
H -2.277 -5.943 6.406  0.276
H -2.651 -6.915 0.975  0.391

Properties
E_LUMO (spin up / spin down) in eV: 0.494 / 0.493
Spin multiplicity: 3
⟨S²⟩: 2.003
Kohn-Sham gap (spin up / spin down) in eV: 9.486 / 9.420



No. 4
This record from OMol25 describes a 10-piece molecular cluster, C32H64N4O18 overall at a distorted geometry. The level of theory is ωB97M-V/def2-TZVPD.

Last column: Mulliken charge in e.
Geometry (Å):
O -1.321 1.258 4.387  -0.182
O 2.116 -6.496 -0.098  -0.607
O 0.807 -4.677 -0.016  0.028
O 2.569 -1.041 4.639  -0.075
O -2.941 2.802 4.654  -0.580
O 1.937 -0.332 6.575  -0.247
O -0.712 -2.854 -6.226  -0.377
O -2.279 1.425 6.295  -0.297
O 3.439 0.871 5.427  -0.603
O -0.285 -1.716 -3.293  0.689
O 1.979 5.027 -4.133  -0.336
O -1.965 3.008 -0.378  -0.406
O 1.178 -5.728 1.803  -0.214
O 1.437 3.023 -3.596  -0.271
O -1.644 -2.445 -1.012  -0.093
O -5.262 4.058 0.581  -0.374
O -4.188 6.814 1.316  -0.296
O 1.433 3.600 -5.776  -0.544
N 3.661 -2.345 -5.043  -0.507
N 0.895 -1.078 1.420  0.007
N 2.711 -4.578 4.798  -0.622
N 4.532 -2.402 -0.479  -0.405
C 0.051 -1.752 -5.776  -1.150
C -1.477 -2.444 -3.392  -0.684
C -5.512 6.522 0.950  -0.513
C -2.225 1.926 5.062  0.700
C 0.607 -3.104 4.368  -0.051
C 1.296 1.653 -3.980  -0.193
C -2.353 -2.135 -2.198  -0.789
C -2.189 -1.875 0.138  -0.586
C -3.363 2.836 -0.173  -0.330
C 3.465 -1.032 3.545  -0.737
C 1.413 -5.730 0.518  0.497
C 0.614 -1.954 -4.374  0.172
C -1.449 2.027 -1.254  -0.246
C 2.541 5.919 -5.107  -0.683
C 4.610 -0.355 -3.659  -0.670
C -3.070 2.107 7.238  -0.681
C -1.135 1.502 3.011  -0.674
C 2.204 0.307 7.806  -0.768
C -3.553 7.735 0.443  -0.789
C -1.384 -2.523 -7.435  -0.821
C 4.661 -4.673 0.770  -0.721
C 4.069 -1.476 -4.422  0.620
C -5.888 5.091 1.304  -0.586
C 1.750 -0.894 -1.037  1.235
C 1.630 -6.744 2.649  -0.849
C 2.727 -0.093 5.545  0.670
C 4.587 -3.398 0.080  0.486
C 0.730 -4.581 -1.422  -0.241
C 1.766 -3.945 4.629  0.424
C 1.584 3.862 -4.622  0.754
C -3.860 3.973 0.717  -0.237
C 1.268 -0.964 0.339  -0.366
H 1.115 -6.699 3.607  0.289
H -3.613 3.718 1.755  0.175
H 1.490 -1.842 -1.504  -0.348
H -1.316 -3.528 -3.463  0.292
H 1.236 1.054 -3.071  -0.334
H -2.513 7.859 0.722  0.245
H 5.668 -0.548 -3.481  0.338
H 3.443 -2.014 3.081  0.132
H 4.163 -0.273 -2.668  0.127
H 3.207 -0.318 2.757  0.224
H 1.203 -0.130 -1.590  -1.019
H -3.197 -2.276 0.346  0.388
H 2.722 1.255 7.638  0.356
H -6.966 5.024 1.142  0.339
H 3.611 5.703 -5.170  0.280
H -1.234 2.543 2.705  0.380
H -5.736 4.862 2.366  0.319
H 1.473 -7.765 2.292  0.355
H -0.670 -2.186 -8.196  0.340
H 4.362 -5.447 0.048  0.269
H 1.726 -4.564 -1.879  0.365
H -4.128 2.055 6.953  0.291
H 1.511 -1.340 -4.308  -0.510
H -3.765 2.936 -1.188  0.440
H -2.047 -2.221 -4.301  0.347
H -3.357 4.902 0.458  0.195
H -2.044 1.117 -1.362  -0.033
H -2.836 3.172 7.272  0.303
H -3.251 -2.763 -2.234  0.409
H 0.852 -2.453 3.532  -0.364
H -1.376 2.419 -2.277  0.306
H 2.836 -0.306 8.446  0.274
H 0.932 -1.619 -6.418  0.597
H 0.414 1.469 -4.588  0.412
H -0.495 -0.801 -5.819  0.377
H -5.727 6.636 -0.123  0.343
H 2.048 5.793 -6.062  0.338
H 0.361 -2.555 5.274  0.316
H 0.177 -5.415 -1.853  0.452
H -3.648 1.881 0.273  0.161
H -2.371 -0.794 0.088  0.039
H 2.690 -6.687 2.907  0.327
H 5.653 -5.059 1.001  0.412
H 2.533 6.927 -4.700  0.224
H 0.958 -2.994 -4.308  0.438
H 4.460 -0.691 3.829  0.450
H 4.456 0.577 -4.196  0.324
H -0.439 1.845 -0.884  0.152
H 3.977 -4.780 1.607  -0.017
H -0.151 1.128 2.740  0.183
H 2.817 -0.715 -1.117  0.290
H 0.308 -3.624 -1.707  -0.520
H 2.267 1.413 -4.418  0.393
H -3.580 7.295 -0.564  0.339
H -6.188 7.240 1.430  0.434
H -2.174 -1.784 -7.289  0.312
H -3.008 1.630 8.210  0.231
H -2.723 -1.105 -2.176  0.274
H -1.616 -2.137 1.023  0.165
H 1.266 0.583 8.283  0.229
H -0.257 -3.700 4.074  0.403
H -1.749 -3.483 -7.804  0.268
H -1.843 0.935 2.400  0.273
H -4.127 8.661 0.357  0.327

Properties
Structure (SMILES): COC(=O)OC.COC(=O)OC.COC(=O)OC.COC(=O)OC.COCCOCCOC.COCCOCCOC.CC#N.CC#N.CC#N.CC#N
E_LUMO in eV: 0.456
Kohn-Sham gap in eV: 9.778